[1]
84
Properties=species:S:1:pos:R:3:mulliken_charge:R:1 method="wB97M-V/def2-TZVPD" smiles="O=C1C=C(O)C(=O)C=C1O.O=C1C=C(O)C(=O)C=C1O.COCCOC.COCCOC.ClCCCl.ClCCCl.ClCCCl" gap_ev=6.693 lumo_ev=-2.3687
O -31.582 3.098 9.044 -0.59
C -30.921 2.165 9.552 1.02
C -31.170 0.772 9.194 -0.80
C -30.471 -0.272 9.662 0.41
O -30.972 -1.493 9.519 -0.51
C -29.173 -0.144 10.311 0.42
O -28.330 -1.054 10.498 -0.61
C -28.902 1.282 10.649 -0.83
C -29.802 2.290 10.426 0.33
O -29.523 3.527 10.899 -0.22
H -32.145 0.520 8.804 0.53
H -30.381 -1.977 10.101 0.32
H -28.094 1.463 11.341 0.48
H -30.220 4.152 10.687 0.04
O -27.385 6.044 6.608 -0.63
C -27.158 4.835 6.568 0.61
C -28.066 3.779 7.126 -0.69
C -27.699 2.499 7.001 0.29
O -28.525 1.425 7.147 -0.30
C -26.343 2.024 6.477 0.71
O -26.008 0.847 6.387 -0.62
C -25.437 3.058 6.096 -0.86
C -25.810 4.311 6.034 0.34
O -24.993 5.298 5.567 -0.56
H -29.032 4.025 7.540 0.61
H -28.073 0.600 6.958 0.32
H -24.506 2.744 5.648 0.42
H -25.417 6.155 5.647 0.36
C -34.966 -2.905 5.513 -0.71
O -35.049 -1.472 5.169 -0.43
C -34.227 -0.594 5.918 -0.28
C -32.956 -0.511 5.002 -0.32
O -32.763 0.826 4.571 -0.48
C -32.254 1.754 5.467 -0.27
H -35.356 -3.493 4.682 0.26
H -35.653 -3.128 6.329 0.29
H -33.969 -3.234 5.805 0.30
H -34.148 -0.863 6.971 0.32
H -34.713 0.378 5.835 0.25
H -32.908 -1.139 4.112 0.33
H -32.127 -0.737 5.674 0.20
H -31.539 1.373 6.196 0.04
H -33.141 2.092 6.003 0.30
H -31.903 2.649 4.953 0.20
C -30.148 9.302 8.303 -0.50
O -30.065 10.606 7.978 -0.36
C -29.124 11.268 8.903 -0.46
C -29.090 12.745 8.542 -0.60
O -28.680 12.768 7.210 -0.27
C -28.613 13.974 6.489 -0.83
H -29.188 8.786 8.334 0.30
H -30.620 8.708 7.520 0.15
H -30.723 9.170 9.220 0.25
H -28.109 10.872 8.891 0.33
H -29.560 11.167 9.897 0.35
H -28.367 13.219 9.205 0.39
H -30.109 13.129 8.582 0.33
H -28.130 13.948 5.512 0.28
H -27.788 14.383 7.073 0.32
H -29.444 14.672 6.593 0.30
Cl -33.804 7.248 7.636 -0.21
C -33.148 5.623 7.566 0.01
C -32.009 5.584 6.516 0.36
Cl -32.487 6.105 4.881 -0.17
H -33.946 4.883 7.502 0.37
H -32.821 5.547 8.603 -0.19
H -31.575 4.592 6.395 -0.27
H -31.185 6.238 6.801 0.08
Cl -27.892 6.891 10.606 -0.14
C -28.806 6.637 12.089 -0.36
C -30.280 7.067 12.086 -0.46
Cl -31.186 6.194 10.947 -0.08
H -28.152 6.959 12.900 0.42
H -28.738 5.556 12.207 0.11
H -30.343 8.076 11.680 0.19
H -30.812 6.860 13.015 0.36
Cl -33.849 6.899 -1.072 -0.18
C -34.027 6.363 0.606 -0.41
C -33.828 7.547 1.655 -0.24
Cl -32.283 8.437 1.520 -0.17
H -33.254 5.623 0.815 0.27
H -34.992 5.875 0.740 0.33
H -33.853 7.153 2.671 0.08
H -34.654 8.248 1.533 0.32

=====

[2]
157
Properties=species:S:1:pos:R:3:mulliken_charge:R:1 method="wB97M-V/def2-TZVPD" charge=+1 gap_ev=4.069 lumo_ev=-4.9269
C -4.335 2.373 -5.279 -1.09
C -2.836 2.030 -5.018 0.67
I -1.719 3.174 -3.559 0.21
C -2.168 1.019 -5.679 -1.57
I -0.083 0.594 -5.267 0.25
C -2.965 0.219 -6.739 0.27
C -2.579 0.408 -8.139 0.85
F -1.557 1.228 -8.461 -0.33
C -3.315 -0.346 -9.148 0.28
C -2.880 -0.185 -10.640 -0.07
O -3.265 0.709 -11.331 -0.48
O -2.045 -1.144 -11.180 -0.31
C -1.497 -2.058 -10.205 0.24
C -0.449 -3.024 -10.917 -0.77
O -1.125 -3.994 -11.727 -0.51
C -4.418 -1.267 -8.784 0.36
C -5.160 -2.076 -9.885 -0.83
C -6.209 -1.245 -10.714 0.17
O -5.978 -1.089 -11.874 -0.39
I -8.038 -0.414 -9.936 0.07
C -4.713 -1.370 -7.347 -0.36
N -3.993 -0.654 -6.411 0.84
O -4.238 -0.776 -5.070 -0.33
C -3.305 -1.759 -4.562 0.20
O -2.684 -2.478 -5.286 -0.42
C -3.057 -1.913 -3.028 0.68
C -2.226 -0.966 -2.282 -0.02
C -2.039 -1.254 -0.851 -0.55
C -2.646 -2.426 -0.195 -0.50
C -3.505 -3.344 -0.955 -0.62
C -3.708 -3.076 -2.393 -0.29
H -4.683 2.109 -6.311 0.29
H -4.934 1.762 -4.538 0.26
H -4.554 3.445 -5.012 0.44
H -2.271 -2.755 -9.764 0.09
H -0.905 -1.542 -9.390 0.18
H 0.025 -3.597 -10.062 0.37
H 0.322 -2.425 -11.459 0.36
H -1.172 -4.814 -11.203 0.32
H -5.623 -3.016 -9.464 0.58
H -4.367 -2.443 -10.602 0.25
H -5.528 -2.079 -7.063 0.48
H -1.753 -0.077 -2.775 0.11
H -1.395 -0.577 -0.232 0.49
H -2.419 -2.575 0.891 0.38
H -3.999 -4.226 -0.485 0.37
H -4.332 -3.784 -2.995 0.39
C 2.958 -2.901 3.797 -1.59
C 1.953 -3.317 2.732 -0.44
N 2.165 -2.676 1.444 0.28
C 1.050 -2.844 0.524 -0.45
C 0.722 -4.258 0.047 -0.59
C 3.489 -2.838 0.856 -0.73
C 3.988 -4.262 0.604 -0.90
H 2.987 -1.815 3.910 0.32
H 2.677 -3.330 4.761 0.44
H 3.966 -3.253 3.568 0.38
H 0.961 -3.035 3.103 0.46
H 1.955 -4.413 2.651 0.31
H 1.206 -2.204 -0.352 0.29
H 0.154 -2.437 1.009 0.03
H 1.445 -4.613 -0.688 -0.11
H -0.255 -4.262 -0.445 0.34
H 0.674 -4.976 0.867 0.32
H 4.213 -2.336 1.505 0.41
H 3.537 -2.276 -0.082 0.37
H 3.806 -4.926 1.453 0.25
H 5.068 -4.246 0.434 0.38
H 3.534 -4.702 -0.284 0.18
C -0.265 0.284 4.430 -1.01
C -0.019 0.530 5.912 -0.47
N 1.376 0.784 6.234 0.31
C 1.658 0.731 7.664 -0.92
C 0.996 1.781 8.557 -0.49
C 2.013 1.877 5.512 -0.91
C 1.386 3.269 5.625 0.02
H 0.370 -0.522 4.053 0.12
H -1.306 -0.007 4.269 0.49
H -0.082 1.180 3.831 0.05
H -0.343 -0.370 6.445 0.53
H -0.674 1.345 6.250 0.23
H 2.741 0.768 7.819 0.37
H 1.359 -0.259 8.028 0.40
H 1.466 2.758 8.447 -0.14
H 1.107 1.493 9.606 0.49
H -0.073 1.881 8.362 0.27
H 2.050 1.609 4.451 0.23
H 3.065 1.939 5.807 0.44
H 0.299 3.249 5.512 0.29
H 1.781 3.913 4.835 0.30
H 1.627 3.747 6.574 -0.56
C 0.110 -5.596 -3.800 -1.57
C 1.051 -6.668 -3.267 0.05
N 0.399 -7.938 -2.992 0.10
C 1.227 -8.857 -2.218 -0.66
C 2.516 -9.368 -2.862 -0.97
C -0.331 -8.536 -4.100 -0.67
C 0.441 -8.830 -5.389 -0.97
H -0.742 -5.450 -3.130 0.34
H 0.639 -4.643 -3.879 0.45
H -0.268 -5.841 -4.795 0.43
H 1.475 -6.282 -2.334 0.08
H 1.891 -6.782 -3.967 0.22
H 0.621 -9.715 -1.913 0.39
H 1.494 -8.357 -1.280 0.33
H 2.317 -10.115 -3.630 0.23
H 3.136 -9.853 -2.104 0.40
H 3.111 -8.565 -3.300 0.26
H -1.169 -7.878 -4.351 0.36
H -0.811 -9.459 -3.759 0.35
H 1.083 -7.999 -5.691 0.25
H -0.264 -9.006 -6.205 0.37
H 1.053 -9.727 -5.300 0.26
C 0.652 3.592 1.826 -1.11
C 1.036 4.174 0.472 -0.33
N 0.328 5.402 0.141 0.15
C 0.474 5.795 -1.254 0.05
C 1.872 6.169 -1.747 -1.07
C 0.434 6.485 1.111 -0.70
C 1.833 6.993 1.463 -0.99
H -0.428 3.443 1.898 0.30
H 1.134 2.621 1.962 0.44
H 0.971 4.231 2.651 0.02
H 0.794 3.417 -0.283 0.43
H 2.126 4.308 0.439 0.24
H -0.208 6.624 -1.468 0.44
H 0.109 4.966 -1.874 -0.47
H 2.178 7.151 -1.387 0.24
H 1.874 6.219 -2.840 0.43
H 2.627 5.438 -1.456 0.28
H -0.052 6.162 2.037 0.36
H -0.173 7.331 0.773 0.35
H 2.541 6.180 1.642 0.25
H 1.786 7.586 2.379 0.37
H 2.238 7.641 0.687 0.29
C 3.376 5.589 8.931 -1.12
C 2.689 6.386 10.032 -0.34
N 1.777 7.404 9.533 0.08
C 1.348 8.348 10.559 -0.70
C 0.513 7.807 11.720 -0.96
C 0.731 6.941 8.633 -0.71
C -0.223 5.859 9.143 -0.91
H 3.887 6.250 8.227 0.35
H 4.123 4.922 9.367 0.44
H 2.671 4.967 8.375 -0.13
H 3.477 6.877 10.611 0.45
H 2.188 5.687 10.717 0.26
H 0.803 9.170 10.084 0.35
H 2.246 8.816 10.979 0.41
H -0.512 7.593 11.417 0.22
H 0.457 8.559 12.512 0.39
H 0.944 6.906 12.160 0.27
H 1.208 6.568 7.720 0.37
H 0.142 7.799 8.293 0.34
H 0.299 5.048 9.655 0.16
H -0.758 5.417 8.298 0.38
H -0.976 6.267 9.817 0.31

=====

[3]
6
Properties=species:S:1:pos:R:3:nbo_charge:R:1 method="wB97M-V/def2-TZVPD" relative_energy_kcal_mol=30.0 gap_ev="5.287 / 7.906" lumo_ev="-3.1420 / -1.9709"
N -1.104 -0.071 0.290 -0.82
S -1.250 -1.012 1.517 0.52
S 0.171 0.146 -0.707 0.62
Cl 2.616 1.822 -1.110 -0.49
H -0.111 -1.808 1.523 0.07
H -0.322 0.923 -1.513 0.10

=====

[4]
91
Properties=species:S:1:pos:R:3:mulliken_charge:R:1 method="wB97M-V/def2-TZVPD" charge=+1 relative_energy_kcal_mol=48.3 gap_ev=6.287 lumo_ev=-4.4613
W -0.038 0.837 -0.012 1.22
C -3.030 -0.123 1.428 -1.00
P -1.452 0.457 2.163 0.70
C -0.649 -1.022 2.865 0.82
C 0.435 -0.774 3.710 -0.88
C 1.122 -1.828 4.284 -0.48
C 0.724 -3.134 4.027 -0.78
C -0.351 -3.382 3.188 -0.51
C -1.038 -2.330 2.597 -0.25
C -2.003 1.336 3.662 0.72
C -2.748 0.600 4.585 -0.79
C -3.231 1.212 5.726 -0.83
C -2.960 2.555 5.962 -0.53
C -2.202 3.280 5.059 -0.88
C -1.722 2.677 3.903 0.00
C -2.634 -0.921 0.233 -0.32
C -3.256 -1.967 -0.380 -1.03
C -2.331 -2.517 -1.315 -1.48
C -1.186 -1.782 -1.236 0.29
C 0.156 -2.005 -1.854 -1.65
P 1.350 -1.604 -0.483 0.51
C 2.528 -2.988 -0.512 0.88
C 2.711 -3.698 0.673 -0.28
C 3.506 -4.834 0.681 -0.78
C 4.129 -5.251 -0.485 -0.62
C 3.963 -4.530 -1.662 -0.89
C 3.158 -3.404 -1.685 -0.35
C 2.144 -0.076 -1.292 -0.67
C 4.185 -0.146 -1.308 -0.05
C 5.350 0.584 -1.880 -0.99
C 5.359 1.912 -1.912 -0.62
C 4.262 2.688 -1.344 -0.53
C 3.279 2.124 -0.645 -1.22
N -1.351 -0.767 -0.287 1.71
H -3.642 0.750 1.177 0.56
H -3.599 -0.727 2.135 0.64
H 0.735 0.247 3.914 0.38
H 1.970 -1.631 4.926 0.46
H 1.253 -3.959 4.486 0.42
H -0.663 -4.399 2.987 0.48
H -1.869 -2.537 1.934 0.32
H -2.930 -0.456 4.420 0.34
H -3.816 0.644 6.437 0.42
H -3.340 3.031 6.856 0.40
H -1.981 4.322 5.251 0.45
H -1.135 3.243 3.196 0.38
H -4.250 -2.324 -0.165 0.58
H -2.490 -3.373 -1.950 0.61
H 0.348 -1.375 -2.726 0.37
H 0.269 -3.045 -2.154 0.68
H 2.231 -3.354 1.582 0.35
H 3.638 -5.394 1.598 0.46
H 4.744 -6.141 -0.479 0.41
H 4.459 -4.854 -2.568 0.44
H 3.027 -2.849 -2.604 0.50
H 4.479 -1.105 -0.878 0.43
H 6.165 -0.010 -2.272 0.48
H 6.197 2.449 -2.338 0.43
H 4.282 3.764 -1.467 0.50
H 2.513 2.729 -0.191 0.22
O 3.439 -0.280 1.828 -0.56
C 2.799 0.315 1.015 -0.58
O 1.498 0.643 1.186 -0.35
C 3.205 0.643 -0.413 2.41
O 3.105 -0.350 -2.288 -0.54
O 1.009 0.693 -1.562 -0.29
C -1.026 5.770 -0.218 -0.96
N -1.051 4.506 -0.960 0.01
C -1.297 3.350 -0.176 -0.28
N -2.459 3.553 0.636 -0.41
S 0.158 3.035 1.017 -0.67
H -0.636 6.542 -0.877 0.40
H -0.399 5.705 0.678 0.32
H -2.032 6.045 0.085 0.32
H -0.180 4.381 -1.460 0.32
H -3.236 3.924 0.102 0.41
H -2.737 2.720 1.128 0.02
C -2.188 0.646 -2.741 -1.80
C -1.921 2.084 -2.292 1.66
C -0.944 2.716 -3.307 -1.60
C -3.272 2.811 -2.324 -1.96
N -1.278 2.075 -0.920 1.45
H -2.725 0.671 -3.688 0.71
H -2.809 0.110 -2.025 0.28
H -1.252 0.115 -2.902 0.28
H -1.148 2.311 -4.298 0.41
H 0.087 2.472 -3.048 0.18
H -1.062 3.796 -3.353 0.49
H -3.651 2.747 -3.343 0.54
H -3.178 3.861 -2.067 0.38
H -3.993 2.322 -1.666 0.28

=====

[5]
117
Properties=species:S:1:pos:R:3:mulliken_charge:R:1 method="wB97M-V/def2-TZVPD" charge=+1 relative_energy_kcal_mol=20.2 spin_multiplicity=2 gap_ev="9.765 / 2.870" lumo_ev="-2.1253 / -9.0196"
C 6.808 24.904 28.043 -1.35
C 6.965 23.544 27.394 0.81
O 6.682 23.564 25.999 -0.13
H 6.860 24.817 29.128 0.40
H 5.845 25.325 27.756 0.28
H 7.557 25.635 27.737 0.40
H 6.308 22.822 27.878 0.01
H 7.983 23.185 27.546 0.15
H 6.851 22.658 25.731 0.17
C 3.634 24.641 22.123 -0.79
C 2.364 25.453 21.883 -0.27
O 1.294 24.629 21.658 -0.50
H 4.392 25.398 22.326 0.40
H 3.964 24.026 21.285 0.37
H 3.618 23.999 23.004 -0.08
H 2.447 26.042 20.970 0.39
H 2.110 26.090 22.731 0.27
H 0.557 25.147 21.327 0.26
C 4.753 20.755 24.740 -0.18
C 6.001 19.879 24.932 0.42
O 7.022 20.688 25.455 0.73
H 4.274 21.176 25.624 -0.20
H 3.899 20.279 24.258 -0.46
H 5.005 21.583 24.077 0.32
H 6.320 19.487 23.966 0.06
H 5.679 19.075 25.593 0.02
H 7.787 20.137 25.635 -0.39
C 1.665 17.388 21.355 -1.10
C 1.315 18.893 21.569 -0.22
O 2.011 19.368 22.668 -0.37
H 1.628 16.778 22.257 0.20
H 2.687 17.315 20.983 0.20
H 1.012 16.945 20.603 0.43
H 0.261 19.031 21.809 0.36
H 1.628 19.440 20.680 0.31
H 1.801 20.305 22.686 0.01
C 10.088 22.672 25.925 -0.74
C 11.542 22.759 25.481 -0.75
O 12.168 24.006 25.838 -0.56
H 10.058 22.896 26.991 0.52
H 9.584 21.714 25.790 0.17
H 9.599 23.468 25.363 0.45
H 11.563 22.693 24.394 0.35
H 12.187 21.973 25.876 0.31
H 12.913 24.133 25.247 0.35
C 4.537 15.985 25.149 -1.23
C 3.525 16.953 24.565 -0.08
O 3.959 17.625 23.415 -0.13
H 5.378 16.569 25.522 0.08
H 4.950 15.395 24.330 0.34
H 4.194 15.358 25.972 0.43
H 3.264 17.689 25.325 0.22
H 2.589 16.423 24.388 0.43
H 3.314 18.289 23.159 0.08
C 3.318 23.849 26.313 -0.33
C 2.700 25.210 26.200 -0.74
O 1.857 25.513 27.289 -0.56
H 3.897 23.716 27.227 0.34
H 4.027 23.662 25.507 -0.01
H 2.568 23.059 26.276 0.28
H 2.108 25.263 25.287 0.26
H 3.500 25.944 26.105 0.41
H 1.025 25.057 27.144 0.34
C 11.782 19.100 25.323 -0.86
C 10.774 19.150 26.461 -0.35
O 9.464 19.014 25.975 -0.39
H 12.786 18.960 25.722 0.43
H 11.651 20.034 24.776 0.02
H 11.650 18.224 24.688 0.27
H 10.867 20.138 26.911 0.32
H 10.987 18.410 27.233 0.37
H 9.332 18.134 25.616 0.19
C 0.276 21.139 24.504 -1.49
C 0.431 22.362 23.692 0.42
O 1.379 22.015 22.717 -0.63
H -0.415 21.324 25.326 0.47
H 1.176 20.702 24.936 0.18
H -0.300 20.344 24.031 0.36
H 0.763 23.167 24.348 -0.01
H -0.505 22.594 23.184 0.35
H 1.526 22.795 22.178 0.17
C 8.095 21.135 22.164 -0.79
C 9.518 20.664 22.600 0.53
O 10.154 20.199 21.420 -0.62
H 7.634 21.635 23.016 -0.05
H 7.440 20.361 21.765 0.00
H 8.143 21.882 21.372 0.49
H 9.544 19.920 23.396 0.00
H 9.999 21.610 22.848 0.06
H 11.034 19.879 21.630 0.33
C 10.529 15.316 24.586 -1.23
C 9.438 16.114 23.809 0.04
O 8.518 16.746 24.672 -0.60
H 11.023 16.037 25.239 0.19
H 11.352 14.918 23.993 0.38
H 10.031 14.531 25.156 0.34
H 8.874 15.489 23.116 0.40
H 9.880 16.963 23.287 0.08
H 7.731 16.942 24.157 0.38
C 7.985 17.479 20.698 -1.20
C 6.547 17.336 21.206 -0.11
O 6.599 17.239 22.599 -0.05
H 8.533 18.355 21.047 0.14
H 8.025 17.490 19.609 0.40
H 8.654 16.692 21.046 0.26
H 6.039 16.462 20.799 0.37
H 5.930 18.202 20.967 0.26
H 5.707 17.385 22.923 0.05
C 4.140 18.400 28.452 -1.03
C 4.285 19.952 28.468 0.55
O 3.859 20.530 29.662 -0.57
H 4.767 18.023 29.259 0.35
H 4.396 17.941 27.496 0.12
H 3.084 18.177 28.606 0.33
H 3.747 20.322 27.596 -0.13
H 5.321 20.239 28.289 0.00
H 4.621 20.489 30.245 0.38

=====

| no. | F_max (eV/A) |
| --- | --- |
| 1 | 4.0 |
| 2 | 3.2 |
| 3 | 5.2 |
| 4 | 3.0 |
| 5 | 2.7 |